1.
Below is a structure of composition C44H38N8OP2Ru, with properties calculated with ωB97M-V/def2-TZVPD.

Values from the calculation:
Spin multiplicity: 2
Orbital gap (alpha / beta), hartree: 0.242 / 0.177
<S²>: 0.773
Energy, eV: -81349.924
HOMO level (alpha / beta), eV: -15.35 / -15.35
Net charge: +3

```
94
Properties=species:S:1:pos:R:3:forces:R:3:lowdin_charge:R:1
Ru -0.51152 0.45876 -2.10722 -0.112 -0.778 1.057 1.108
C 1.20607 -3.48006 -2.94721 -0.271 -0.046 0.099 -0.073
C 0.98528 -2.11065 -2.96556 0.078 -0.060 -0.025 -0.084
N -0.05675 -1.57249 -2.33160 0.542 -0.253 -0.131 -0.031
C -0.94556 -2.40706 -1.73704 0.548 -0.215 -0.273 -0.167
C -0.67693 -3.77669 -1.71164 -0.366 0.416 0.121 -0.034
N 0.39082 -4.29302 -2.28752 0.304 -0.301 -0.143 0.125
C -2.16188 -1.75601 -1.24453 -0.273 0.424 0.197 -0.177
C -3.29054 -2.37554 -0.74667 0.044 -0.059 0.042 0.084
C -4.43280 -1.62809 -0.42761 0.147 0.166 -0.091 -0.089
C -4.38443 -0.25429 -0.69900 0.015 -0.051 -0.041 0.082
C -3.22978 0.32379 -1.18955 0.154 -0.433 0.133 -0.182
N -2.12641 -0.41860 -1.40226 -0.303 -0.233 -0.184 -0.037
C -3.04738 1.72809 -1.55561 0.101 0.617 -0.136 -0.164
C -4.03654 2.71352 -1.52030 0.149 -0.571 -0.015 -0.028
N -3.79513 3.95995 -1.86863 -0.104 0.452 -0.019 0.136
C -2.56734 4.28237 -2.25348 -0.204 -0.189 0.064 -0.060
C -1.56733 3.32641 -2.31298 0.035 0.065 -0.011 -0.084
N -1.80149 2.05494 -1.97987 -0.082 0.825 0.348 -0.022
C -5.64495 -2.25827 0.13580 -0.260 -0.144 0.138 -0.164
C -6.72062 -1.48882 0.58532 -0.014 0.063 0.006 0.001
C -7.84727 -2.12292 1.09484 0.531 0.059 -0.231 -0.099
N -7.92514 -3.43826 1.17708 -0.813 -0.404 0.378 0.092
C -6.92130 -4.19426 0.77387 0.367 0.380 -0.184 -0.099
C -5.75950 -3.64515 0.24423 0.046 -0.063 -0.039 0.003
H 2.04257 -3.93015 -3.46603 0.037 0.055 -0.009 0.129
H 1.65011 -1.44015 -3.49463 -0.017 0.061 0.066 0.120
H -1.34852 -4.46811 -1.21573 0.009 0.018 0.004 0.131
H -3.28424 -3.44731 -0.62149 -0.015 0.007 0.022 0.112
H -5.25593 0.36356 -0.55346 -0.020 -0.003 0.027 0.114
H -5.05178 2.47458 -1.22569 0.030 0.010 0.048 0.133
H -2.38863 5.31658 -2.51800 0.075 -0.016 -0.027 0.131
H -0.56567 3.57999 -2.62467 0.043 -0.029 0.024 0.109
H -6.71232 -0.40825 0.56372 0.022 0.003 -0.017 0.104
H -8.70089 -1.55268 1.44017 0.007 -0.009 0.011 0.123
H -7.04150 -5.26649 0.86844 0.007 0.005 -0.008 0.123
H -4.97757 -4.31715 -0.08079 -0.025 0.003 -0.022 0.104
C 1.01783 0.07796 2.04978 -0.466 -1.234 -0.219 -0.434
P 0.53761 0.60061 0.31499 0.052 1.598 -1.044 1.046
C -0.54507 1.95183 0.90743 -0.006 -0.096 0.039 -0.399
C -0.30756 3.31526 0.77744 0.025 -0.034 -0.050 -0.094
C -1.21434 4.22932 1.29987 -0.035 0.044 -0.045 -0.050
C -2.37159 3.79354 1.92737 -0.020 0.060 -0.028 -0.045
C -2.62966 2.43281 2.03404 -0.089 -0.044 -0.026 -0.057
C -1.72240 1.51893 1.52710 0.127 0.009 -0.037 -0.141
C 2.12316 1.27623 -0.28946 -0.038 -0.208 0.096 -0.384
C 2.75844 2.40573 0.23003 -0.014 -0.051 0.049 -0.088
C 3.95690 2.83842 -0.31617 0.074 0.077 0.112 -0.045
C 4.55028 2.13694 -1.35808 0.008 -0.063 -0.057 -0.057
C 3.95473 0.97915 -1.84002 0.059 0.004 0.037 -0.081
C 2.75148 0.55125 -1.30226 -0.012 0.067 0.125 -0.153
P 1.80601 -1.57020 2.31901 0.783 0.680 0.369 1.183
C 2.41617 -1.58466 3.98855 -0.387 -0.139 -0.565 -0.364
C 3.35859 -2.57859 4.32875 0.139 -0.053 0.009 -0.057
C 3.90361 -2.59839 5.59308 -0.030 -0.069 0.014 -0.024
C 3.49134 -1.66078 6.53969 -0.037 -0.033 -0.050 0.010
C 2.53242 -0.69591 6.21814 -0.120 0.049 -0.017 -0.026
C 1.96741 -0.67339 4.96284 -0.006 0.045 0.136 -0.062
C 3.24325 -1.73472 1.22943 -0.307 -0.155 0.143 -0.397
C 3.25996 -2.67597 0.20406 -0.113 0.003 -0.016 -0.100
C 4.37792 -2.77869 -0.61056 0.002 -0.018 -0.033 -0.056
C 5.46666 -1.94431 -0.39967 -0.032 -0.036 -0.005 -0.040
C 5.44740 -1.01057 0.62985 0.072 0.087 0.067 -0.046
C 4.34419 -0.90455 1.45818 0.001 -0.047 -0.026 -0.078
H 0.09520 0.07743 2.63280 0.071 0.048 0.055 0.044
H 1.67969 0.85639 2.43641 0.016 0.070 -0.148 0.079
H 0.57269 3.67694 0.26449 -0.029 0.016 0.009 0.095
H -1.00938 5.28899 1.21634 -0.023 -0.006 -0.007 0.122
H -3.07525 4.51225 2.32582 0.016 -0.005 0.022 0.123
H -3.53961 2.08752 2.50819 0.021 -0.001 0.029 0.119
H -1.92692 0.45381 1.60796 -0.075 0.009 0.049 0.105
H 2.33367 2.94634 1.06635 0.027 0.010 -0.015 0.105
H 4.44450 3.71648 0.08724 -0.026 0.008 -0.009 0.122
H 5.49370 2.47353 -1.76993 -0.021 0.018 0.012 0.122
H 4.43700 0.40242 -2.61951 -0.001 -0.010 0.010 0.120
H 2.31285 -0.37789 -1.63447 -0.035 0.024 -0.130 0.055
H 3.66110 -3.31627 3.59545 0.026 0.029 -0.009 0.121
H 4.63280 -3.35163 5.85707 0.005 0.005 -0.001 0.129
H 3.89662 -1.69613 7.54230 0.045 0.032 -0.014 0.132
H 2.22139 0.02848 6.95835 0.008 -0.027 0.026 0.127
H 1.20600 0.05997 4.73364 0.015 0.016 -0.001 0.107
H 2.41737 -3.34299 0.06209 0.004 -0.016 -0.020 0.100
H 4.40915 -3.52816 -1.39040 0.012 -0.001 -0.001 0.116
H 6.34422 -2.03547 -1.02614 0.006 0.000 0.007 0.125
H 6.30621 -0.37593 0.80544 0.003 -0.008 -0.018 0.125
H 4.34281 -0.19686 2.27828 0.023 0.016 -0.013 0.121
N 0.03398 2.66912 -5.21933 -0.003 -0.018 -0.026 0.202
C 1.01770 2.36273 -4.35179 0.024 0.015 -0.030 -0.621
N 2.18450 3.00598 -4.47770 0.093 0.037 0.045 0.219
O 0.86315 1.52751 -3.42849 -0.228 -0.344 0.002 -0.133
H 0.19082 3.26089 -6.01875 0.034 0.011 0.021 0.131
H -0.81730 2.13756 -5.21125 0.012 -0.097 -0.009 0.118
H 2.38646 3.63080 -5.23927 -0.038 0.020 -0.004 0.132
H 2.91291 2.81689 -3.80928 -0.024 -0.070 0.010 0.109
```
Forces are in eV/Å.

2.
Below is a cluster of 12 separate species, C24H72O24 in total, with properties calculated with ωB97M-V/def2-TZVPD.

Values from the calculation:
Energy relative to the best compared isomer or geometry (same formula, charge and spin), kJ/mol: 313.07
Orbital gap, hartree: 0.336
Energy, eV: -75188.078
HOMO level, eV: -9.19
Structure (SMILES): OCCO.OCCO.OCCO.OCCO.OCCO.OCCO.OCCO.OCCO.OCCO.OCCO.OCCO.OCCO

```
120
Properties=species:S:1:pos:R:3:forces:R:3:lowdin_charge:R:1
O -0.95375 3.77936 -1.15602 0.078 -0.867 -0.027 -0.086
C 0.28885 3.72167 -1.84467 -0.276 0.634 -0.614 -0.240
C 1.27450 4.61951 -1.16560 1.667 0.070 1.497 -0.256
O 0.97681 6.01698 -1.16325 -0.539 -0.626 -0.805 -0.058
H -1.24026 2.85930 -0.96821 -0.179 0.569 -0.115 0.043
H 0.69098 2.71867 -2.00625 -0.041 -0.132 0.557 0.115
H 0.13597 4.08874 -2.87010 -0.023 0.165 0.037 0.121
H 2.29801 4.43671 -1.51734 -0.226 0.400 -0.760 0.121
H 1.43558 4.37850 -0.10172 -0.683 -0.537 0.000 0.106
H 0.02660 6.04904 -1.34178 0.121 0.349 0.150 0.078
O -0.59187 -1.52692 -1.62141 0.473 0.763 -0.184 -0.094
C 0.46163 -0.59544 -1.32671 0.299 -0.903 1.534 -0.170
C 0.71640 -0.53276 0.21522 0.494 1.263 -1.827 -0.149
O 0.06335 0.63450 0.74728 -0.076 -0.606 0.421 -0.074
H -1.38925 -1.22599 -1.15922 0.012 -0.144 -0.030 0.048
H 1.41586 -0.97005 -1.69885 -0.354 -0.423 -0.608 0.107
H 0.32909 0.39525 -1.76097 -0.345 0.036 0.067 0.104
H 1.79936 -0.42371 0.28483 -0.123 0.189 0.463 0.094
H 0.43154 -1.47203 0.67746 -0.277 0.149 0.356 0.103
H 0.69459 1.20828 1.19379 0.169 -0.134 -0.034 0.079
O 0.24875 3.12172 6.76021 0.092 0.274 -1.238 -0.038
C 0.53318 2.76771 5.40435 -0.081 -1.263 -1.252 -0.249
C -0.50188 1.77334 4.89360 -0.998 -0.547 -0.220 -0.252
O -0.49816 0.52244 5.58786 0.060 0.858 0.510 -0.063
H -0.46242 3.75983 6.61169 0.005 0.018 0.748 0.095
H 0.53841 3.59069 4.68306 -0.106 0.509 0.443 0.101
H 1.50069 2.29342 5.24337 0.261 0.073 0.964 0.099
H -0.46714 1.47187 3.84322 0.695 0.422 -0.106 0.111
H -1.49679 2.23676 4.95590 -0.043 0.039 0.243 0.113
H -0.65737 0.78479 6.50649 0.113 -0.417 0.003 0.084
O -2.56078 3.24318 2.55128 0.318 -0.138 -0.137 -0.095
C -1.43207 4.09119 2.15696 -1.408 -1.549 -0.250 -0.183
C -2.07702 5.30988 1.54376 0.152 1.509 0.937 -0.228
O -2.91769 5.98199 2.49081 0.133 0.155 0.202 -0.075
H -2.77279 2.79065 1.72778 -0.349 -0.125 0.189 0.053
H -0.86377 4.17442 3.08087 0.107 0.816 -0.186 0.102
H -0.88500 3.46827 1.44571 0.453 0.623 -0.149 0.099
H -2.67578 5.12275 0.65408 0.222 -0.664 -0.158 0.115
H -1.36790 6.09863 1.29172 0.350 -0.271 -0.240 0.121
H -3.42353 5.35906 3.02235 0.083 -0.346 -0.291 0.073
O 3.12918 2.10498 1.52958 -0.948 -0.380 -0.498 -0.057
C 2.91243 2.21947 2.91791 0.494 -0.087 0.529 -0.244
C 4.22985 1.90371 3.60014 1.157 0.878 1.109 -0.210
O 5.17679 2.91766 3.15569 -0.372 -0.617 0.150 -0.075
H 3.36460 2.94762 1.13351 0.172 0.069 0.229 0.093
H 2.54479 3.20644 3.21140 0.416 0.240 -0.110 0.119
H 2.10059 1.56660 3.24705 0.206 -0.526 -0.269 0.101
H 4.67903 0.91600 3.47389 -0.542 -0.261 -0.947 0.108
H 4.25813 1.96750 4.69595 -0.989 0.216 0.050 0.118
H 5.89772 2.83940 3.78770 0.202 0.291 -0.246 0.081
O -0.66219 0.73915 -5.13374 -0.012 -0.191 0.167 -0.057
C -1.82771 0.79621 -4.32468 -0.696 0.193 -0.548 -0.237
C -2.71843 2.00196 -4.71432 1.708 -1.292 0.947 -0.248
O -3.15074 1.77822 -6.02747 -0.497 0.007 -0.299 -0.044
H -0.60465 1.57153 -5.61220 0.064 -0.106 -0.145 0.079
H -2.46623 -0.07805 -4.49281 0.326 -0.203 -0.212 0.100
H -1.54420 0.76699 -3.26822 -0.099 0.431 0.024 0.095
H -2.02340 2.85323 -4.68499 -0.655 0.463 0.373 0.120
H -3.50855 1.98473 -3.95604 -0.152 0.696 -0.211 0.118
H -3.80194 2.44542 -6.26587 0.072 -0.010 -0.028 0.094
O -0.39652 -4.25818 1.88395 -0.572 0.563 0.329 -0.070
C -1.41121 -3.99018 0.91667 0.980 -1.064 -0.860 -0.194
C -1.02009 -4.71151 -0.37749 -0.635 0.247 -0.191 -0.240
O 0.14444 -4.14182 -0.93033 -0.125 0.266 0.165 -0.063
H -0.20769 -5.19616 1.96206 -0.129 -0.070 -0.223 0.115
H -2.41360 -4.22109 1.27879 -0.036 -0.269 0.079 0.121
H -1.38705 -2.94224 0.62436 0.122 0.246 0.590 0.091
H -1.90143 -4.68568 -1.03568 0.133 0.334 -0.342 0.107
H -0.83020 -5.78003 -0.26342 0.160 -0.013 0.401 0.123
H 0.02415 -3.16542 -0.98909 -0.228 -0.711 -0.308 0.051
O -2.10779 1.31683 -0.57834 0.584 -0.887 0.436 -0.109
C -3.45641 0.94574 -0.37835 -0.321 0.813 -0.430 -0.219
C -3.87587 -0.40302 -0.93756 -0.388 0.254 1.128 -0.202
O -3.14784 -1.44020 -0.28770 0.623 -0.154 -0.608 -0.078
H -1.50963 0.89269 0.09935 -0.360 0.489 -0.622 0.073
H -3.68317 1.05499 0.68723 -0.289 -0.368 -0.024 0.122
H -4.04473 1.69081 -0.92633 -0.071 0.053 0.173 0.130
H -3.76731 -0.44060 -2.02190 0.459 -0.206 0.008 0.110
H -4.94477 -0.50800 -0.73730 -0.071 -0.019 -0.026 0.130
H -3.64286 -1.92449 0.37487 -0.302 0.209 -0.028 0.102
O -4.39566 -3.51618 -5.43912 0.202 0.188 -0.180 -0.054
C -4.27625 -2.93470 -4.15312 0.397 -0.072 -0.117 -0.246
C -2.81601 -2.92144 -3.69643 0.146 -0.711 -0.298 -0.242
O -2.16685 -4.14519 -4.01162 0.121 0.002 0.324 -0.051
H -5.30692 -3.41973 -5.72753 0.001 0.004 -0.012 0.083
H -4.63265 -1.89731 -4.16805 -0.215 -0.032 0.230 0.109
H -4.85344 -3.55739 -3.45909 -0.092 0.294 0.261 0.115
H -2.78542 -2.67085 -2.63108 -0.077 -0.214 0.163 0.091
H -2.17517 -2.18272 -4.17178 -0.331 0.121 -0.380 0.094
H -2.44666 -4.87812 -3.45493 -0.246 0.194 0.104 0.086
O 5.02132 -1.61769 2.23835 -0.362 -0.033 0.886 -0.064
C 3.89929 -1.70397 1.38479 -0.009 0.035 -2.248 -0.245
C 4.40034 -1.27706 -0.01828 0.147 -0.410 -0.094 -0.237
O 4.88479 0.05632 -0.02244 -0.459 -0.244 0.132 -0.059
H 5.60667 -2.35397 2.03031 0.069 0.089 -0.028 0.110
H 3.42873 -2.69362 1.32902 0.350 -0.171 0.093 0.129
H 3.06906 -1.06032 1.67677 0.517 0.308 0.603 0.096
H 3.66396 -1.43045 -0.81320 -0.349 0.414 0.210 0.100
H 5.22199 -1.92429 -0.35556 0.052 -0.274 0.400 0.116
H 5.12504 0.23922 0.89505 0.091 0.236 -0.125 0.068
O 3.48848 -3.06782 4.40508 0.128 -0.315 -0.269 -0.053
C 2.47927 -2.18855 4.82648 -0.351 0.844 0.587 -0.256
C 1.09250 -2.57021 4.38264 -1.159 -1.253 -1.531 -0.219
O 0.86462 -2.25312 3.00373 0.818 1.215 -0.532 -0.116
H 3.74865 -2.86379 3.49684 -0.101 0.163 0.346 0.042
H 2.51185 -2.15263 5.91910 -0.056 -0.301 0.007 0.122
H 2.68185 -1.14906 4.53990 0.051 -0.015 -0.317 0.114
H 0.23684 -2.13280 4.90459 0.584 0.174 0.675 0.110
H 0.99560 -3.66510 4.39614 0.140 0.048 0.751 0.120
H 0.38412 -2.94516 2.51483 0.286 -0.162 0.721 0.018
O -0.04633 -2.89193 -5.38046 0.570 -0.073 -0.060 -0.059
C 0.76794 -2.78139 -4.21577 0.718 0.613 -0.220 -0.246
C 2.23733 -3.18572 -4.39828 -1.073 -0.204 0.071 -0.248
O 2.31530 -4.50786 -4.88584 0.573 -0.138 -0.194 -0.057
H 0.13407 -2.08801 -5.88216 -0.209 -0.093 -0.124 0.087
H 0.77732 -1.71568 -3.95758 -0.146 -0.141 0.630 0.104
H 0.39298 -3.41984 -3.42057 -0.545 0.140 -0.135 0.100
H 2.65077 -3.21906 -3.38733 0.261 0.144 -0.097 0.113
H 2.77803 -2.44791 -5.00229 0.137 -0.185 -0.118 0.116
H 2.01224 -4.52839 -5.79893 -0.200 0.102 0.080 0.084
```
Forces are in eV/Å.

3.
Below is the ion C5H8N with charge +1, with properties calculated with ωB97M-V/def2-TZVPD.

Values from the calculation:
Energy relative to the best compared isomer or geometry (same formula, charge and spin), kJ/mol: 208.96
Orbital gap, hartree: 0.341
Energy, eV: -6795.923
HOMO level, eV: -14.52
Structure (SMILES): C=[N+]=CC(=C)C
Net charge: +1

```
14
Properties=species:S:1:pos:R:3:forces:R:3:lowdin_charge:R:1
C -1.28102 2.06947 1.18847 -0.143 0.715 0.445 0.164
N -1.10591 0.98918 0.62217 -1.034 0.202 0.241 0.085
C -0.93614 -0.11350 0.06468 0.118 -0.427 -0.217 0.026
C 0.38754 -0.53283 -0.32303 0.670 0.479 0.110 -0.294
C 1.35993 0.37278 -0.15686 0.435 -0.600 -0.368 0.154
C 0.58132 -1.90195 -0.87906 0.147 -0.139 -0.208 -0.033
H -1.25890 2.13942 2.27367 0.048 -0.124 0.055 0.133
H -1.45852 2.97931 0.62135 -0.005 -0.019 -0.173 0.132
H -1.79830 -0.74710 -0.11927 -0.172 0.088 0.050 0.173
H 1.21089 1.36519 0.22854 -0.097 0.142 0.059 0.075
H 2.37318 0.13056 -0.43853 0.134 -0.036 0.005 0.100
H 0.77126 -1.84993 -1.95067 -0.056 -0.058 -0.039 0.101
H -0.28978 -2.52802 -0.71522 -0.047 -0.126 0.016 0.085
H 1.44445 -2.37259 -0.41623 0.001 -0.095 0.025 0.098
```
Forces are in eV/Å.